A 4-piece molecular cluster, C43H73IN3O12S3 overall. Source: the OMol25 dataset; level of theory: ωB97M-V/def2-TZVPD.

```
135
Properties=species:S:1:pos:R:3:forces:R:3:lowdin_charge:R:1
C 0.474548 -5.704086 -4.244453 -0.094 -0.152 -0.504 -0.06
C -0.349241 -4.268480 -4.161306 0.962 -0.216 -1.532 -0.28
C -1.612053 -4.323093 -5.227539 -0.945 -1.180 2.000 -0.13
O -1.300071 -3.686755 -6.540597 -3.295 1.759 0.812 -0.17
C -2.529008 -2.948907 -6.985485 -4.652 -3.733 -1.913 -0.30
O -3.581388 -3.652209 -7.418034 6.855 4.603 2.810 0.00
C -2.647505 -1.284304 -6.905200 0.465 -0.100 -1.127 -0.35
S -2.172469 -0.843516 -5.125947 0.725 1.532 -0.571 0.83
C -0.984104 0.603306 -5.074652 3.837 0.485 -2.341 -0.43
C 0.330350 0.569172 -5.833197 -3.070 1.704 2.718 -0.53
I 1.027568 -1.106780 -7.060478 -0.546 1.748 1.160 0.93
C 1.300714 1.925207 -5.704033 1.722 1.842 -3.555 -0.22
O 1.908644 2.457632 -6.766921 -3.535 -3.405 6.811 -0.03
C 1.383060 2.556669 -4.157472 -3.761 0.271 1.676 -0.08
C 2.797591 3.089738 -3.477355 -0.752 -1.865 -0.165 -0.12
C 3.874376 1.825227 -3.674624 0.664 0.437 0.964 -0.20
C 4.860658 2.019359 -4.974142 -0.845 1.562 1.029 -0.22
S 5.577540 0.430291 -5.665022 5.811 -0.692 -6.189 0.79
O 5.395588 0.395832 -7.220496 -0.893 0.159 5.982 -0.38
O 7.132591 0.438602 -5.430961 -5.716 -0.279 0.864 -0.40
O 4.888358 -1.000796 -5.044506 2.012 1.968 0.660 -0.24
C 0.068851 2.588943 -3.398106 2.942 -0.879 -2.796 0.06
C -1.283691 1.976901 -4.168518 -3.697 2.331 0.320 -0.22
O -2.481189 2.562984 -4.094586 7.539 -3.958 -0.365 -0.02
O -0.819980 -4.001764 -2.762328 3.039 2.334 -0.181 -0.10
C 0.219111 -3.103806 -2.164238 4.645 -2.284 0.995 -0.28
O 1.502924 -3.504880 -1.982162 -8.675 2.695 -1.395 -0.02
C -0.277680 -1.607379 -1.710197 0.692 1.070 -1.097 -0.44
S -1.249992 -1.660831 -0.108114 -0.095 -0.238 0.228 0.67
H -0.323372 -6.580248 -4.177869 1.721 1.834 0.101 0.09
H 1.307006 -5.823547 -3.429627 -1.869 0.438 -1.413 0.09
H 1.024027 -5.854196 -5.293231 -1.369 0.647 2.139 0.10
H 0.293754 -3.334553 -4.457485 -0.983 -1.994 0.256 0.13
H -1.870831 -5.480363 -5.350598 0.471 2.612 -0.185 0.15
H -2.556912 -3.822405 -4.701607 2.101 -0.936 -1.217 0.14
H -3.742250 -0.898944 -7.135880 2.234 -1.366 0.654 0.11
H -1.954641 -0.757443 -7.715550 -1.208 -1.366 1.922 0.08
H 2.587562 3.149965 -2.311706 0.487 0.214 -2.586 0.11
H 3.189420 4.096795 -3.926499 -0.857 -2.002 0.863 0.13
H 4.588348 1.817214 -2.717831 -1.640 0.027 -2.061 0.12
H 3.291266 0.809728 -3.648031 1.106 1.947 -0.358 0.12
H 5.765347 2.712703 -4.625353 -1.664 -2.020 -0.910 0.14
H 4.357748 2.586483 -5.873143 0.780 -1.617 1.606 0.11
H 5.604062 -1.372972 -4.426407 -1.243 0.746 -1.124 0.12
H -0.020777 2.984609 -2.283258 0.112 -0.781 -2.746 0.14
H -0.929607 -1.074702 -2.522947 1.231 -1.451 1.279 0.06
H 0.689563 -0.943714 -1.564245 -1.902 -1.672 -0.294 0.10
H -2.158479 -0.596274 0.003294 1.140 -0.675 -1.053 -0.12
C 5.101358 3.562119 3.027118 -0.076 0.116 0.100 -0.04
C 5.471042 3.476939 1.519942 0.522 -1.260 1.617 -0.47
C 6.845704 4.152407 1.261633 -0.176 0.232 -0.228 -0.14
C 6.783632 5.673679 1.305069 0.001 0.006 -0.021 -0.19
C 5.729583 6.195719 0.331928 0.153 -0.355 -0.003 -0.14
C 4.329736 5.566825 0.565671 -1.059 1.734 0.292 -0.47
N 4.371992 4.062391 0.677022 2.263 -0.781 -4.550 0.00
O 4.537290 3.556950 -0.628977 -0.957 1.096 3.494 -0.06
C 3.707162 6.191443 1.843792 -0.023 0.024 0.286 -0.05
C 3.364247 6.054285 -0.565774 0.366 -0.737 -0.270 -0.05
C 5.649501 1.933172 1.307316 -0.204 0.422 -0.732 -0.05
H 5.973610 3.330980 3.650882 -0.078 -0.094 -0.299 0.09
H 4.751972 4.528170 3.363803 -0.025 0.177 -0.084 0.05
H 4.317999 2.838563 3.284142 0.120 0.116 -0.191 0.09
H 7.232609 3.850254 0.281289 -0.238 -0.076 -0.002 0.12
H 7.583901 3.804404 1.994464 -0.323 -0.155 -0.023 0.12
H 6.575351 6.013693 2.324575 -0.034 -0.005 -0.037 0.11
H 7.763476 6.087037 1.038160 -0.139 -0.039 0.057 0.12
H 5.673249 7.288149 0.421098 -0.301 -0.196 -0.011 0.13
H 6.068857 5.992081 -0.692305 -0.187 -0.121 0.087 0.12
H 2.839409 5.613985 2.186290 0.218 0.038 -0.056 0.09
H 3.354958 7.216973 1.658430 0.138 -0.363 -0.237 0.09
H 4.414216 6.292833 2.666490 -0.032 -0.161 -0.010 0.06
H 3.722507 5.801497 -1.570705 -0.023 -0.169 0.290 0.07
H 3.258192 7.145324 -0.550836 0.190 -0.235 0.304 0.08
H 2.363372 5.626059 -0.438676 0.167 -0.008 0.021 0.09
H 4.701862 1.403618 1.442373 0.046 0.145 -0.053 0.08
H 6.361147 1.520053 2.033122 -0.166 0.398 0.020 0.09
H 6.041931 1.683095 0.314706 -0.184 0.202 0.147 0.07
C -2.234784 -7.547928 1.199413 -0.099 -0.138 0.023 -0.04
C -2.107898 -6.183835 1.933345 1.280 -0.915 -1.320 -0.47
C -1.288338 -6.348658 3.242478 -0.294 0.103 0.156 -0.14
C -2.068913 -7.034930 4.355916 -0.002 0.024 0.016 -0.19
C -3.379970 -6.300123 4.623752 0.274 0.131 -0.194 -0.14
C -4.247507 -6.131177 3.347604 -1.639 -0.887 0.649 -0.47
N -3.468216 -5.589888 2.174056 1.565 4.195 2.312 -0.01
O -3.283757 -4.210711 2.402692 -0.776 -3.559 -1.005 -0.04
C -4.888042 -7.500481 2.992556 0.013 -0.266 -0.097 -0.05
C -5.489993 -5.246006 3.697831 0.619 0.537 -0.263 -0.05
C -1.242270 -5.344766 0.929888 -0.481 0.472 0.534 -0.06
H -1.274794 -8.078696 1.205179 -0.059 0.310 0.006 0.09
H -2.949963 -8.237636 1.625446 -0.126 -0.006 0.156 0.04
H -2.521503 -7.407707 0.149948 0.021 0.122 0.227 0.09
H -0.960519 -5.367107 3.604637 -0.174 0.057 -0.182 0.12
H -0.370709 -6.916993 3.047450 -0.197 0.107 -0.267 0.12
H -2.254924 -8.081964 4.096107 -0.036 0.033 -0.010 0.11
H -1.464685 -7.048704 5.270746 -0.086 -0.028 -0.108 0.11
H -3.941683 -6.844199 5.393810 -0.166 0.110 -0.281 0.12
H -3.147522 -5.317559 5.055219 -0.090 -0.008 -0.229 0.12
H -5.304785 -7.493196 1.977653 0.168 0.021 0.164 0.09
H -5.715030 -7.745581 3.675299 0.250 0.353 -0.106 0.08
H -4.200136 -8.339878 3.088653 0.052 0.073 -0.138 0.06
H -5.214484 -4.261239 4.093386 0.106 -0.192 -0.288 0.07
H -6.105380 -5.718774 4.472189 0.320 -0.208 -0.193 0.08
H -6.126796 -5.098370 2.818076 0.178 -0.016 0.080 0.09
H -1.783064 -5.165037 -0.003882 -0.033 0.011 0.150 0.08
H -0.317212 -5.876787 0.674690 -0.310 -0.194 0.197 0.09
H -0.936702 -4.374930 1.339594 -0.259 -0.205 -0.009 0.05
C -4.468167 1.355786 4.427305 -0.132 0.086 0.058 -0.04
C -3.248809 1.680499 3.519985 -0.385 -1.637 1.197 -0.47
C -2.126623 2.365194 4.347372 -0.045 0.270 -0.217 -0.14
C -2.435975 3.816419 4.691257 0.017 0.011 -0.018 -0.19
C -2.742855 4.613962 3.426229 0.152 -0.338 0.014 -0.14
C -3.876830 3.981448 2.575499 -1.242 1.586 -0.060 -0.47
N -3.679841 2.504179 2.338062 4.586 0.438 -2.132 -0.01
O -2.677230 2.374862 1.354967 -3.012 0.102 2.277 -0.04
C -5.236387 4.244808 3.278054 -0.191 -0.053 0.211 -0.05
C -4.013013 4.787182 1.240507 0.560 -0.640 -0.152 -0.05
C -2.742352 0.251361 3.118316 0.235 0.636 -0.565 -0.05
H -4.134531 0.938905 5.385547 0.135 -0.013 -0.286 0.09
H -5.094063 2.200041 4.680626 0.002 0.197 -0.038 0.05
H -5.122375 0.609930 3.959376 0.198 0.160 -0.041 0.09
H -1.181568 2.335541 3.792343 -0.172 -0.068 -0.176 0.12
H -1.945688 1.809391 5.275503 -0.210 -0.136 -0.247 0.12
H -3.271851 3.867010 5.396337 -0.006 0.006 -0.050 0.11
H -1.575123 4.261882 5.203794 -0.127 -0.043 -0.043 0.11
H -3.009488 5.640388 3.708869 -0.196 -0.170 -0.237 0.12
H -1.823274 4.692311 2.831367 -0.178 -0.140 -0.087 0.12
H -6.030853 3.617908 2.854290 0.207 0.048 0.105 0.10
H -5.555409 5.290417 3.155392 0.306 -0.283 -0.175 0.09
H -5.203756 4.096769 4.356969 0.002 -0.155 -0.056 0.06
H -3.082857 4.812488 0.660589 -0.194 -0.262 0.156 0.07
H -4.272843 5.834054 1.436429 -0.006 -0.301 0.308 0.08
H -4.802700 4.366579 0.607441 0.156 -0.019 0.124 0.09
H -3.479867 -0.270173 2.501258 0.025 0.124 0.041 0.08
H -2.567738 -0.364378 4.009539 -0.210 0.353 -0.014 0.09
H -1.793554 0.274985 2.569647 -0.240 0.156 0.040 0.06
```
Forces are in eV/Å.

**Charge**: 0
**2S+1**: 4
**Maximum force**: 9.2 eV/Å
**Calculated total energy**: -115399.38261 eV